The following is a DFT calculation (ωB97M-V/def2-TZVPD) of a molecular structure, C5H10O3Ru in a non-equilibrium geometry.

Last column: Mulliken charge in e.
Cartesian coordinates (Å):
1 C 2.7290 0.8592 0.4167  -0.196
2 O 1.8706 1.8898 0.0563  -0.488
3 C 2.2571 -0.4846 -0.1364  -0.464
4 O 0.8645 -0.6001 0.2171  -0.522
5 C -0.0082 -1.1529 -0.6602  -0.352
6 C -1.4191 -0.9839 -0.2483  -0.121
7 O -1.6574 0.4268 -0.0535  -0.428
8 C -2.9992 0.7434 0.3153  -0.582
9 Ru 0.0337 1.4786 0.0673  1.447
10 H 2.8169 0.7666 1.5177  0.357
11 H 3.7515 1.0202 0.0268  0.380
12 H 2.7931 -1.3346 0.3050  0.348
13 H 2.3545 -0.5032 -1.2315  0.399
14 H 0.3402 -1.7691 -1.4884  0.502
15 H -1.6385 -1.4894 0.7095  0.380
16 H -2.0956 -1.3566 -1.0292  0.423
17 H -3.0732 1.8320 0.3947  0.298
18 H -3.6853 0.3804 -0.4604  0.278
19 H -3.2346 0.2773 1.2814  0.340

Spin multiplicity: 7
⟨S²⟩: 12.016
ΔE to the lowest compared entry with this formula, charge and spin: 0.000 eV
HOMO-LUMO gap (spin up / spin down): 0.3227 / 0.2752 Eh
Highest occupied orbital energy (spin up / spin down): -17.1 / -19.8 eV
F_max: 0.0511 Eh/bohr
Total energy: -14046.4575 eV
Total charge: +2